Entry 1:
{"formula": "C16H15CrN3O3", "method": "wB97M-V/def2-TZVPD", "multiplicity": 5, "s2": 6.015, "homo_energy_ev": [-5.89, -6.53], "de_lowest_ev": 0.000, "orbital_gap_ev": [5.98, 6.47], "symbols": ["Cr", "C", "O", "O", "O", "N", "C", "C", "C", "C", "C", "H", "H", "H", "H", "H", "N", "C", "C", "C", "C", "C", "H", "H", "H", "H", "H", "N", "C", "C", "C", "C", "C", "H", "H", "H", "H", "H"], "xyz": [[1.068338, 0.983501, 0.208272], [2.590082, 2.626348, 0.141849], [1.596513, 3.048840, 0.895820], [2.311703, 2.306467, -1.083394], [3.058964, 1.547470, 0.768226], [-0.867544, 1.502728, -0.796478], [-2.052048, 1.702142, -0.222922], [-3.255075, 1.719123, -0.920697], [-3.237714, 1.612791, -2.299479], [-2.001352, 1.516162, -2.913589], [-0.865030, 1.402513, -2.144104], [-2.102984, 2.044944, 0.805054], [-4.224714, 1.875239, -0.466799], [-4.164788, 1.548284, -2.853210], [-1.882227, 1.602479, -3.985851], [0.118107, 1.410896, -2.600254], [1.422976, -0.938963, -0.801911], [0.655814, -2.012516, -1.035113], [1.088051, -3.079106, -1.802063], [2.381353, -3.079764, -2.308860], [3.187748, -1.966908, -2.065151], [2.633732, -0.920045, -1.359858], [-0.337089, -2.002265, -0.605395], [0.418386, -3.913015, -1.960235], [2.730033, -3.913296, -2.904098], [4.205384, -1.916982, -2.420935], [3.380752, -0.190444, -1.054865], [-0.098834, 0.063168, 1.831831], [0.529245, 0.301338, 3.000847], [0.038760, -0.079896, 4.236912], [-1.150658, -0.788020, 4.305259], [-1.802746, -1.025521, 3.115335], [-1.253920, -0.631031, 1.896701], [1.383974, 0.968953, 2.934648], [0.645800, 0.045670, 5.122740], [-1.553826, -1.110021, 5.255009], [-2.774695, -1.502480, 3.101486], [-1.820474, -0.758793, 0.985268]], "forces_ev_per_a": [[0.81, 0.82, 0.06], [-5.27, -6.88, 2.05], [-0.15, 2.92, -0.61], [0.56, 2.05, -1.86], [3.89, 0.12, 0.63], [-0.76, 0.02, -0.81], [-0.70, 0.78, 0.06], [-0.22, -0.03, -0.54], [0.20, -0.51, 0.20], [0.09, 0.02, -0.50], [0.34, 0.76, 0.61], [0.48, -0.55, 0.23], [0.23, -0.02, 0.49], [0.05, 0.34, -0.12], [-0.13, -0.30, -0.03], [0.05, -0.29, 0.02], [-0.12, 0.32, -0.23], [0.14, 0.32, -0.20], [-0.03, -0.13, 0.18], [0.08, 0.44, -0.15], [-1.01, -1.06, -0.57], [1.83, -0.32, 0.90], [-0.02, 0.01, 0.04], [0.03, -0.03, -0.03], [0.07, -0.05, 0.08], [0.01, 0.08, 0.02], [-0.87, 0.88, 0.02], [-0.21, -0.34, 0.62], [-0.18, 0.85, -0.24], [0.25, -0.85, 0.14], [0.41, 0.37, -0.16], [-0.58, -0.30, -0.74], [0.34, 0.72, 0.74], [0.29, -0.30, -0.10], [-0.06, 0.40, -0.02], [-0.06, -0.03, -0.02], [0.06, -0.11, 0.01], [0.17, -0.14, -0.16]], "nbo_charge": [1.260, 0.905, -0.789, -0.788, -0.882, -0.489, 0.042, -0.248, -0.157, -0.251, 0.052, 0.210, 0.223, 0.222, 0.227, 0.228, -0.500, 0.059, -0.261, -0.145, -0.229, 0.057, 0.196, 0.225, 0.221, 0.231, 0.263, -0.496, 0.060, -0.237, -0.150, -0.244, 0.047, 0.251, 0.233, 0.227, 0.222, 0.205]}

Entry 2:
{"formula": "C16H15F3N4S3", "method": "wB97M-V/def2-TZVPD", "homo_energy_ev": -8.98, "de_lowest_ev": 1.344, "smiles": "[H]/N=C(/N)SCc1cc(F)c(F)cc1Sc1ccc(F)cc1CS/C(N)=N/[H]", "orbital_gap_ev": 9.00, "symbols": ["F", "F", "F", "N", "N", "S", "S", "S", "C", "C", "C", "C", "C", "C", "C", "C", "C", "C", "C", "C", "C", "C", "N", "N", "C", "C", "H", "H", "H", "H", "H", "H", "H", "H", "H", "H", "H", "H", "H", "H", "H"], "xyz": [[-4.194708, 1.282507, 0.051704], [5.369766, 0.083811, -1.668268], [5.044283, 2.397621, -0.109145], [-2.395337, -0.411889, -4.242267], [-0.280948, 1.687315, 5.800521], [0.867539, -1.861809, -0.004229], [-0.081057, -1.627657, -3.334201], [1.627998, 0.829737, 3.979641], [-1.672336, -1.451875, -4.222506], [-0.004430, 0.952462, 4.764032], [-2.825470, -0.389507, 0.876042], [-1.629340, -1.110433, 0.805962], [3.334261, -0.780890, -0.671374], [-2.150116, 0.749397, -1.179609], [3.200369, 1.442763, 0.963088], [-3.042537, 0.617910, -0.111473], [4.330779, 0.182407, -0.700615], [4.252939, 1.341882, 0.086506], [-0.571600, -0.916533, -0.185487], [2.215563, -0.628381, 0.219522], [-1.017519, -0.114915, -1.256342], [2.161969, 0.486946, 1.050241], [-2.152795, -2.599300, -4.781374], [-1.095477, 0.294772, 4.320961], [-0.087773, -0.011324, -2.359549], [1.077188, 0.618930, 2.142000], [-3.359382, -0.535399, -4.665545], [0.407801, 2.272968, 6.336439], [-3.662488, -0.686679, 1.541102], [-1.613043, -1.985381, 1.433121], [3.264752, -1.616593, -1.425795], [-2.356872, 1.572176, -1.833568], [3.091097, 2.425561, 1.508855], [-1.584746, -3.453348, -4.604352], [-2.525828, -2.466627, -5.757139], [-1.865801, 0.621897, 4.898281], [-1.306532, 0.410485, 3.326917], [-0.437504, 0.814497, -3.106289], [0.907350, 0.284016, -1.974120], [0.384486, 1.483893, 1.969240], [0.375501, -0.205412, 2.119072]], "forces_ev_per_a": [[0.33, 0.59, -0.74], [-1.92, 0.15, 1.89], [0.29, -0.43, 0.07], [-0.21, 1.16, 0.02], [1.39, 0.10, 0.20], [1.43, 0.05, 0.11], [-0.64, 1.17, -0.20], [-0.78, -0.26, -1.25], [-0.95, 0.80, 0.61], [0.76, 2.89, 2.29], [0.41, 0.03, -1.33], [-0.05, 0.04, -0.60], [-1.14, -0.33, -0.16], [-0.77, -0.51, 1.64], [-0.94, 1.36, 0.69], [1.00, -2.02, 1.09], [1.37, -0.19, -1.68], [-0.74, -0.62, -0.45], [-4.48, 0.72, 1.37], [0.43, -0.19, -1.32], [0.47, 0.89, 1.67], [0.11, -0.10, 1.60], [0.72, -2.22, -1.39], [-1.13, -1.08, -1.83], [-0.03, 1.67, -3.18], [-0.79, 1.07, 0.24], [1.70, -0.18, 0.57], [-0.29, -1.25, -1.36], [0.86, 0.35, -0.35], [0.64, -0.03, 0.54], [0.52, 1.08, 0.96], [0.23, -0.13, -0.87], [0.22, -1.33, -0.43], [-0.75, 0.93, -0.67], [0.69, -0.51, 1.67], [-0.01, -0.20, -0.21], [0.14, -0.38, 0.36], [0.71, -1.59, 1.18], [-0.23, -0.67, -0.66], [0.94, -0.31, -0.08], [0.46, -0.52, 0.02]], "nbo_charge": [-0.314, -0.328, -0.291, -0.749, -0.748, 0.309, 0.189, 0.188, 0.315, 0.299, -0.302, -0.185, -0.278, -0.278, -0.245, 0.424, 0.339, 0.337, -0.253, -0.133, -0.006, -0.068, -0.850, -0.824, -0.534, -0.514, 0.355, 0.365, 0.239, 0.225, 0.260, 0.245, 0.246, 0.391, 0.401, 0.405, 0.381, 0.267, 0.253, 0.227, 0.238]}

| no. | E (Ha) |
| --- | --- |
| 1 | -2053.09579 |
| 2 | -2331.80615 |